No. 1
{"formula": "C19H23F4N3S4SbTi", "method": "wB97M-V/def2-TZVPD", "homo_lumo_gap_ev": 6.95, "homo_ev": -4.8, "total_charge": -1, "total_energy_ha": -3984.160653, "elements": ["Ti", "C", "N", "C", "C", "C", "N", "C", "C", "F", "C", "F", "C", "C", "F", "C", "F", "H", "H", "H", "H", "H", "H", "H", "H", "H", "H", "H", "S", "Sb", "S", "S", "S", "C", "N", "C", "C", "C", "C", "C", "C", "C", "C", "H", "H", "H", "H", "H", "H", "H", "H", "H", "H", "H", "H"], "coordinates": [[-0.432, -0.536, -0.446], [1.918, 1.477, 2.830], [1.722, 1.359, 1.396], [2.973, 1.596, 0.694], [0.683, 2.263, 0.924], [-0.698, 1.915, 1.436], [-1.148, 0.543, 1.156], [-2.338, 0.196, 1.780], [-2.835, -1.084, 1.551], [-2.116, -1.830, 0.676], [-3.974, -1.610, 2.086], [-4.320, -2.865, 1.768], [-4.766, -0.853, 2.924], [-4.330, 0.429, 3.163], [-5.065, 1.236, 3.950], [-3.167, 0.954, 2.627], [-2.910, 2.243, 2.937], [2.190, 2.506, 3.120], [2.722, 0.811, 3.154], [1.011, 1.200, 3.369], [3.374, 2.601, 0.902], [2.822, 1.489, -0.378], [3.717, 0.857, 1.003], [0.705, 2.265, -0.161], [0.889, 3.297, 1.252], [-1.387, 2.634, 0.991], [-0.713, 2.087, 2.510], [-5.688, -1.230, 3.343], [-2.701, -0.072, -4.964], [-2.538, -0.226, -2.724], [-1.165, -2.104, -2.029], [-0.807, 1.268, -1.873], [-4.371, -0.039, -1.415], [0.053, -2.166, 2.506], [0.542, -2.210, 1.128], [0.368, -3.568, 0.587], [1.972, -1.865, 1.118], [2.417, -1.556, -0.274], [3.670, -1.961, -0.721], [4.094, -1.625, -1.996], [3.247, -0.894, -2.824], [1.989, -0.513, -2.380], [1.536, -0.833, -1.092], [-0.974, -2.517, 2.551], [0.089, -1.141, 2.870], [0.668, -2.805, 3.152], [0.930, -4.285, 1.200], [0.732, -3.615, -0.435], [-0.684, -3.833, 0.591], [2.565, -2.669, 1.573], [2.074, -0.974, 1.729], [4.316, -2.537, -0.064], [5.070, -1.940, -2.348], [3.559, -0.633, -3.829], [1.341, 0.036, -3.046]], "forces_ev_per_a": [[-0.4, -0.2, -0.4], [0.0, -0.1, -0.1], [0.1, 0.0, 0.0], [0.0, 0.0, 0.1], [0.1, -0.1, 0.1], [-0.1, -0.2, -0.1], [-0.3, -0.1, 0.4], [0.5, 0.4, -0.2], [0.1, -0.1, -0.2], [-0.1, -0.1, 0.0], [-0.2, -0.1, 0.0], [0.0, 0.0, 0.0], [-0.1, -0.1, 0.1], [0.0, 0.1, 0.0], [0.0, 0.0, 0.0], [0.0, 0.1, 0.0], [0.0, 0.1, 0.0], [0.0, 0.0, 0.0], [0.0, 0.0, 0.0], [0.0, 0.0, 0.0], [0.0, 0.0, 0.0], [0.0, 0.0, 0.0], [0.0, 0.0, 0.0], [0.0, 0.0, -0.1], [0.0, 0.1, 0.0], [-0.1, 0.1, -0.1], [0.0, 0.0, 0.1], [0.1, 0.0, 0.0], [0.2, -0.1, 0.0], [-0.4, 0.1, -0.3], [-0.1, 0.2, 0.3], [0.0, -0.3, 0.2], [0.1, 0.0, 0.1], [0.0, 0.0, 0.0], [0.0, 0.1, -0.3], [0.0, 0.1, 0.1], [-0.1, 0.0, 0.0], [0.0, 0.0, -0.1], [0.0, 0.1, 0.0], [0.0, 0.0, -0.1], [0.1, -0.1, 0.0], [0.1, 0.0, 0.1], [0.6, 0.1, 0.0], [0.0, 0.0, 0.0], [0.0, 0.0, 0.0], [0.0, 0.0, 0.0], [0.0, 0.0, 0.0], [0.1, 0.0, -0.1], [-0.1, 0.0, 0.0], [0.0, -0.1, 0.0], [0.1, 0.2, 0.1], [0.0, 0.0, 0.0], [0.0, 0.0, 0.0], [0.0, 0.0, 0.0], [-0.1, 0.0, -0.1]]}



No. 2
{"formula": "C19H23FeN6OS", "method": "wB97M-V/def2-TZVPD", "spin_multiplicity": 5, "homo_lumo_gap_ev": [7.07, 7.00], "homo_ev": [-10.6, -10.7], "total_charge": 1, "total_energy_ha": -2803.369697, "elements": ["Fe", "N", "C", "S", "N", "N", "C", "C", "C", "C", "C", "C", "C", "C", "C", "C", "C", "C", "N", "H", "H", "H", "H", "H", "H", "H", "H", "H", "H", "H", "C", "N", "C", "C", "C", "N", "C", "C", "O", "H", "H", "H", "H", "H", "H", "H", "H", "H", "H", "H", "H"], "coordinates": [[0.795, 0.105, -0.370], [4.040, 2.927, -0.762], [2.923, 2.227, -0.577], [2.938, 0.509, -0.949], [1.845, 2.846, -0.159], [0.790, 2.057, 0.019], [-0.372, 2.606, 0.292], [-0.570, 4.053, 0.452], [-1.627, 4.687, -0.210], [-1.856, 6.041, -0.036], [-1.042, 6.780, 0.810], [0.016, 6.161, 1.462], [0.261, 4.812, 1.279], [-1.455, 1.650, 0.436], [-2.710, 1.967, 0.968], [-3.668, 0.988, 1.104], [-3.366, -0.316, 0.719], [-2.106, -0.570, 0.231], [-1.168, 0.369, 0.085], [4.895, 2.457, -0.993], [4.050, 3.906, -0.526], [-2.245, 4.119, -0.895], [-2.670, 6.521, -0.563], [-1.229, 7.834, 0.962], [0.654, 6.736, 2.120], [1.082, 4.335, 1.792], [-2.896, 2.980, 1.288], [-4.641, 1.220, 1.516], [-4.092, -1.111, 0.811], [-1.810, -1.569, -0.068], [0.590, -3.054, 1.932], [0.660, -3.781, 0.674], [0.568, -5.236, 0.749], [1.251, -5.855, -0.454], [0.630, -5.265, -1.704], [0.719, -3.809, -1.660], [0.719, -3.108, -2.936], [0.700, -3.121, -0.503], [0.724, -1.860, -0.524], [1.252, -3.525, 2.656], [-0.428, -3.060, 2.332], [0.907, -2.028, 1.790], [-0.483, -5.543, 0.794], [1.048, -5.555, 1.673], [1.140, -6.937, -0.444], [2.316, -5.615, -0.429], [-0.416, -5.574, -1.796], [1.157, -5.606, -2.594], [1.415, -3.600, -3.614], [1.038, -2.081, -2.797], [-0.276, -3.116, -3.385]], "forces_ev_per_a": [[0.4, -1.5, -0.3], [0.0, 0.2, 0.1], [-0.5, -1.1, -0.1], [1.2, 0.2, -0.3], [0.6, 1.1, 0.1], [-1.4, 1.4, 0.4], [1.6, 0.1, -0.3], [-0.3, 0.4, 0.0], [0.2, -0.2, 0.0], [0.0, 0.1, 0.0], [0.0, 0.0, 0.0], [0.0, 0.1, 0.0], [-0.1, -0.2, 0.1], [-0.9, -1.0, 0.3], [0.5, 0.4, -0.1], [0.0, -0.5, -0.1], [-0.2, 0.3, 0.2], [0.3, -0.2, -0.2], [-1.2, 0.6, 0.3], [0.0, 0.0, -0.1], [0.0, 0.0, 0.0], [-0.1, 0.0, 0.0], [0.0, 0.0, 0.0], [0.0, 0.0, 0.0], [0.0, 0.0, 0.0], [0.0, 0.0, 0.0], [-0.1, 0.0, 0.0], [0.0, 0.1, 0.0], [0.0, 0.0, 0.0], [0.0, 0.0, 0.0], [-0.1, 0.0, 0.0], [0.0, 0.1, 0.0], [0.0, -0.1, -0.1], [-0.1, 0.1, 0.0], [0.0, -0.1, 0.1], [0.1, 0.0, 0.0], [-0.1, 0.1, 0.0], [0.1, -0.1, 0.1], [-0.2, -0.1, 0.0], [0.0, 0.0, 0.0], [0.0, 0.0, 0.0], [0.0, 0.0, 0.0], [0.0, 0.0, 0.0], [0.0, 0.0, 0.0], [0.0, 0.0, 0.0], [0.0, -0.1, 0.0], [0.0, 0.0, 0.0], [0.0, 0.0, 0.0], [0.0, 0.0, 0.0], [0.0, 0.0, 0.0], [0.0, 0.0, 0.0]]}



No. 3
{"formula": "C19H23I2N5OPPdS3Sb", "method": "wB97M-V/def2-TZVPD", "spin_multiplicity": 2, "homo_lumo_gap_ev": [5.49, 4.03], "homo_ev": [-10.0, -9.9], "total_charge": 1, "total_energy_ha": -3586.065995, "elements": ["Pd", "I", "C", "C", "C", "I", "C", "O", "C", "C", "N", "C", "C", "C", "C", "C", "C", "N", "C", "H", "H", "H", "H", "H", "H", "H", "H", "H", "H", "H", "S", "Sb", "S", "S", "C", "N", "C", "N", "C", "N", "C", "P", "C", "C", "H", "H", "H", "H", "H", "H", "H", "H", "H", "H", "H", "H"], "coordinates": [[0.871, -0.874, 0.532], [-5.377, 0.812, 4.850], [-3.966, 0.503, 3.379], [-4.017, 1.274, 2.204], [-3.076, 1.060, 1.240], [-3.071, 2.183, -0.505], [-2.049, 0.040, 1.385], [-1.262, -0.192, 0.447], [-2.004, -0.697, 2.633], [-0.955, -1.753, 2.841], [0.413, -1.256, 2.668], [0.768, -0.155, 3.555], [0.860, 1.159, 2.831], [0.784, 2.376, 3.493], [1.019, 3.542, 2.789], [1.327, 3.467, 1.436], [1.364, 2.223, 0.843], [1.126, 1.098, 1.528], [-2.958, -0.463, 3.580], [-4.787, 2.021, 2.071], [-1.097, -2.568, 2.128], [-1.076, -2.167, 3.847], [1.085, -2.062, 2.817], [1.751, -0.368, 3.987], [0.056, -0.072, 4.379], [0.561, 2.398, 4.552], [0.980, 4.500, 3.289], [1.539, 4.353, 0.854], [1.600, 2.107, -0.206], [-2.952, -1.038, 4.497], [2.536, -3.533, 3.139], [2.924, -3.439, 0.868], [0.573, -3.155, 0.099], [3.222, -0.997, 0.622], [-0.759, 0.212, -4.269], [0.502, 0.925, -4.048], [1.583, 0.201, -4.726], [1.696, -1.186, -4.282], [0.413, -1.857, -4.496], [-0.695, -1.174, -3.831], [-0.589, -1.269, -2.389], [0.979, -0.462, -1.775], [0.788, 1.180, -2.652], [2.183, -1.289, -2.915], [-0.977, 0.231, -5.337], [-1.559, 0.724, -3.733], [2.529, 0.719, -4.559], [1.368, 0.200, -5.794], [0.476, -2.882, -4.131], [0.213, -1.874, -5.567], [-0.571, -2.310, -2.073], [-1.436, -0.779, -1.909], [1.717, 1.747, -2.566], [-0.017, 1.747, -2.179], [2.292, -2.330, -2.610], [3.155, -0.802, -2.829]], "forces_ev_per_a": [[0.2, 1.1, 0.7], [0.1, 0.0, -0.1], [-0.2, 0.1, 0.1], [0.1, -0.1, 0.1], [0.0, 0.1, -0.3], [0.0, -0.1, 0.1], [-0.2, 0.0, 0.2], [0.2, -0.1, -0.3], [0.0, 0.0, 0.1], [-0.2, 0.0, 0.0], [0.3, -0.5, -0.7], [0.1, 0.1, 0.1], [0.1, -0.1, 0.1], [0.0, 0.0, 0.0], [0.0, 0.0, 0.0], [0.0, 0.0, 0.0], [0.0, 0.0, 0.1], [-0.1, 0.0, -0.9], [0.0, 0.0, 0.0], [0.0, 0.0, 0.0], [0.0, 0.0, 0.0], [0.0, 0.0, 0.0], [-0.2, 0.1, 0.3], [0.0, 0.0, 0.0], [0.0, 0.0, 0.1], [0.0, 0.0, 0.0], [0.0, 0.0, 0.0], [0.0, 0.0, 0.0], [0.0, 0.0, 0.0], [0.0, 0.0, 0.0], [0.1, 0.0, -0.4], [0.4, -0.9, 0.9], [0.3, 1.0, -0.4], [-1.1, 0.1, -0.5], [0.1, -0.1, 0.1], [0.0, 0.1, -0.2], [0.0, -0.1, 0.2], [0.1, 0.0, -0.2], [0.0, 0.1, 0.1], [-0.2, -0.1, -0.1], [0.0, 0.2, 0.0], [-0.5, -1.1, 0.2], [0.2, 0.0, 0.5], [0.1, 0.2, 0.2], [0.0, 0.0, 0.0], [0.0, 0.0, 0.0], [0.0, 0.0, 0.0], [0.0, 0.0, 0.0], [0.0, 0.0, 0.0], [0.0, 0.0, 0.0], [0.0, 0.0, 0.0], [0.0, 0.0, 0.0], [0.0, 0.1, 0.0], [0.0, 0.0, 0.0], [0.0, 0.0, 0.0], [0.0, 0.0, 0.0]]}



No. 4
{"formula": "C19H23N3O2S", "method": "wB97M-V/def2-TZVPD", "smiles": "C=CCn1c(SCC(=O)N2CCCCCC2)nc2ccccc2c1=O", "homo_lumo_gap_ev": 8.90, "homo_ev": -8.4, "total_energy_ha": -1450.778035, "elements": ["C", "C", "C", "N", "C", "N", "C", "C", "C", "C", "C", "C", "C", "O", "H", "H", "H", "H", "S", "C", "H", "H", "C", "O", "N", "C", "H", "H", "C", "C", "C", "H", "C", "H", "C", "H", "H", "H", "H", "H", "H", "H", "H", "H", "H", "H", "H", "H"], "coordinates": [[-5.073, -2.304, 0.187], [-3.770, -2.381, 0.379], [-2.763, -1.844, -0.596], [-2.091, -0.672, -0.052], [-1.040, -0.782, 0.805], [-0.422, 0.194, 1.356], [-0.833, 1.469, 1.091], [-0.164, 2.539, 1.694], [-0.563, 3.826, 1.418], [-1.625, 4.073, 0.546], [-2.291, 3.028, -0.053], [-1.902, 1.712, 0.212], [-2.595, 0.591, -0.409], [-3.522, 0.680, -1.186], [-3.116, 3.192, -0.730], [-1.924, 5.090, 0.342], [-0.051, 4.656, 1.880], [0.655, 2.315, 2.359], [-0.434, -2.389, 1.166], [0.973, -1.976, 2.240], [1.530, -2.910, 2.340], [0.567, -1.694, 3.211], [1.906, -0.839, 1.821], [2.192, -0.002, 2.655], [2.473, -0.866, 0.597], [2.287, -1.875, -0.415], [3.279, -2.227, -0.729], [1.756, -2.727, 0.004], [1.538, -1.360, -1.651], [2.399, -0.452, -2.529], [2.423, 1.022, -2.109], [1.530, 1.517, -2.496], [2.487, 1.288, -0.600], [1.481, 1.311, -0.181], [3.292, 0.270, 0.212], [3.634, 0.736, 1.138], [4.159, -0.089, -0.348], [2.914, 2.280, -0.447], [3.283, 1.488, -2.594], [2.030, -0.497, -3.556], [3.417, -0.848, -2.544], [0.634, -0.832, -1.343], [1.232, -2.231, -2.234], [-3.262, -1.519, -1.512], [-2.005, -2.601, -0.824], [-3.358, -2.817, 1.279], [-5.777, -2.683, 0.908], [-5.485, -1.857, -0.702]], "forces_ev_per_a": [[-0.1, 0.0, 0.0], [0.2, 0.0, 0.0], [-0.3, -0.2, -0.2], [0.0, 0.2, -0.1], [0.6, 0.2, 0.5], [0.0, -0.4, 0.2], [-0.5, 0.3, -0.4], [-0.1, 0.1, 0.0], [0.1, -0.1, 0.1], [-0.1, 0.0, -0.1], [0.0, 0.0, 0.0], [0.3, 0.3, 0.3], [0.0, 0.0, -0.1], [-0.1, 0.1, 0.0], [-0.1, 0.0, -0.1], [0.0, 0.1, 0.0], [0.0, 0.1, 0.0], [0.1, 0.0, 0.1], [-0.1, -0.5, 0.0], [-0.4, 0.2, 0.0], [-0.1, 0.0, 0.0], [0.2, 0.0, -0.1], [0.1, -0.3, 0.3], [0.1, 0.2, 0.3], [0.3, 0.0, -0.2], [-0.2, -0.2, -0.2], [-0.1, 0.0, 0.0], [0.2, 0.1, 0.0], [0.3, -0.2, 0.0], [-0.2, 0.1, 0.0], [0.0, -0.1, 0.0], [0.0, 0.0, -0.1], [0.1, 0.0, -0.1], [0.0, 0.0, 0.0], [0.0, 0.4, 0.2], [0.1, -0.1, -0.2], [0.0, 0.0, 0.0], [0.0, 0.1, 0.0], [0.0, 0.1, 0.0], [0.1, 0.0, 0.0], [0.0, 0.0, -0.1], [-0.1, 0.0, 0.0], [-0.1, 0.0, 0.0], [0.2, -0.1, 0.1], [-0.1, 0.1, -0.1], [-0.1, -0.1, 0.2], [-0.1, -0.1, 0.2], [0.0, 0.1, -0.2]]}



> Which formula does entry 4 have?

C19H23N3O2S